{
  "formula": "C22H28N2O4",
  "method": "the ωB97M-V functional and the def2-TZVPD basis",
  "relative_energy_kj_mol": 71.5,
  "smiles": "CNC(=O)[C@@H](NC(C)=O)C(C)C.O=C(O)C(c1ccccc1)c1ccccc1",
  "total_charge": 0,
  "orbital_gap_ev": 9.63,
  "molar_mass_g_mol": 384.48,
  "lumo_ha": 0.0208,
  "species": ["C", "N", "C", "O", "C", "N", "C", "C", "O", "C", "C", "C", "H", "H", "H", "H", "H", "H", "H", "H", "H", "H", "H", "H", "H", "H", "H", "H", "O", "C", "O", "C", "C", "C", "C", "C", "C", "C", "C", "C", "C", "C", "C", "C", "H", "H", "H", "H", "H", "H", "H", "H", "H", "H", "H", "H"],
  "coordinates": [[0.283, 0.071, 7.414], [-0.053, 0.590, 6.089], [-0.612, 1.788, 5.867], [-0.875, 2.560, 6.782], [-0.840, 2.222, 4.409], [0.099, 1.565, 3.474], [1.407, 1.783, 3.350], [2.085, 2.851, 4.185], [2.060, 1.114, 2.568], [-2.298, 1.955, 3.964], [-3.348, 2.596, 4.881], [-2.545, 2.493, 2.545], [-0.628, -0.221, 7.939], [0.786, 0.845, 7.999], [0.943, -0.792, 7.324], [0.186, 0.032, 5.284], [-0.679, 3.299, 4.375], [-0.273, 0.878, 2.837], [3.133, 2.914, 3.893], [1.607, 3.813, 4.011], [2.024, 2.591, 5.239], [-2.471, 0.878, 3.956], [-4.348, 2.423, 4.484], [-3.303, 2.157, 5.877], [-3.172, 3.670, 4.957], [-3.579, 2.309, 2.254], [-2.350, 3.566, 2.513], [-1.900, 1.990, 1.825], [3.768, -0.467, -4.281], [2.966, -1.386, -4.243], [3.229, -2.561, -3.619], [1.599, -1.173, -4.918], [1.191, -2.428, -5.679], [0.273, -3.361, -5.162], [-0.065, -4.509, -5.885], [0.517, -4.749, -7.132], [1.437, -3.837, -7.655], [1.772, -2.687, -6.933], [0.515, -0.695, -3.954], [0.624, -0.823, -2.555], [-0.395, -0.371, -1.712], [-1.545, 0.210, -2.252], [-1.673, 0.337, -3.637], [-0.650, -0.111, -4.479], [4.130, -2.467, -3.278], [1.738, -0.374, -5.652], [-0.183, -3.206, -4.189], [-0.777, -5.217, -5.471], [0.256, -5.643, -7.691], [1.893, -4.023, -8.624], [2.497, -1.993, -7.350], [1.497, -1.274, -2.094], [-0.288, -0.472, -0.636], [-2.337, 0.561, -1.597], [-2.567, 0.785, -4.061], [-0.762, -0.009, -5.555]],
  "forces_ev_per_a": [[-0.28, 0.39, -0.11], [0.36, -0.95, -0.41], [0.21, 1.09, 0.67], [-0.15, -0.23, -0.31], [0.14, -0.63, -0.40], [-2.14, 0.28, 0.87], [1.86, 0.09, -0.31], [-0.30, -0.14, -0.16], [0.13, -0.19, -0.25], [-0.37, 0.49, -0.37], [0.47, -0.37, 0.30], [0.34, -0.42, 0.18], [0.10, -0.01, 0.09], [-0.09, -0.07, -0.07], [-0.12, 0.13, -0.14], [0.00, 0.07, 0.09], [0.04, 0.06, 0.18], [0.04, -0.05, -0.03], [-0.18, -0.11, -0.04], [-0.04, 0.14, 0.19], [-0.08, 0.15, 0.17], [0.09, -0.21, 0.03], [0.05, 0.03, -0.08], [-0.04, 0.22, 0.07], [-0.07, 0.00, 0.08], [0.03, 0.06, 0.01], [-0.01, 0.02, -0.07], [-0.01, 0.17, -0.18], [-0.40, -1.32, 0.29], [0.55, 1.86, -0.20], [-0.55, 0.61, -0.55], [-0.31, -0.94, 0.27], [-0.34, -0.71, -0.35], [0.27, 0.01, -0.38], [0.38, 0.33, -0.15], [0.07, 0.26, 0.17], [-0.16, 0.09, 0.42], [-0.35, -0.33, 0.20], [-0.19, 0.11, 0.75], [-0.30, 0.17, -0.38], [-0.15, 0.07, -0.48], [0.26, -0.13, -0.14], [0.45, -0.23, 0.07], [0.07, -0.04, 0.45], [0.06, -0.02, 0.05], [0.30, -0.12, 0.21], [0.07, 0.11, -0.11], [0.09, 0.09, -0.05], [0.03, 0.12, 0.05], [-0.04, 0.05, 0.13], [-0.08, 0.02, 0.07], [0.00, 0.03, -0.19], [0.02, 0.01, -0.14], [0.09, -0.04, -0.08], [0.13, -0.05, 0.03], [0.05, -0.02, 0.07]],
  "lowdin_charge": [-0.051, 0.028, -0.483, 0.053, -0.193, 0.093, -0.555, 0.019, 0.036, -0.370, -0.064, -0.067, 0.086, 0.087, 0.085, 0.133, 0.152, 0.141, 0.088, 0.085, 0.081, 0.138, 0.079, 0.076, 0.091, 0.080, 0.089, 0.064, 0.099, -0.463, 0.119, -0.144, -0.181, -0.019, -0.076, -0.093, -0.081, -0.031, -0.181, -0.020, -0.075, -0.093, -0.078, -0.031, 0.132, 0.154, 0.116, 0.101, 0.099, 0.101, 0.117, 0.112, 0.099, 0.096, 0.101, 0.119]
}